107
Properties=species:S:1:pos:R:3:forces:R:3:mulliken_charge:R:1 method="wB97M-V/def2-TZVPD" multiplicity=1 homo_lumo_gap_ev=9.95 charge=+2
O -3.79586 16.53222 -8.22615 0.2444 0.6210 -0.4680 -1.35
H -4.37508 16.21293 -7.53478 -0.2387 -0.3580 0.1144 -0.33
C -5.43385 19.46889 -12.60042 0.2453 0.6555 -0.2916 -0.55
O -6.26114 18.70053 -11.75512 -0.4218 -0.4561 0.0381 -0.36
C -6.26231 19.15341 -10.42514 0.5701 0.2493 0.0037 -0.33
C -6.93366 18.13914 -9.52954 0.1087 -0.5736 0.0740 -0.56
N -6.17533 16.84995 -9.65541 0.1986 -0.0135 -0.1404 0.73
H -5.92988 16.72989 -10.64665 -0.8080 -0.4731 -0.1386 0.40
H -5.20380 16.88942 -9.24558 0.0120 0.1482 0.6868 -0.24
C -6.82355 15.63963 -9.04618 -0.7747 0.2265 -0.5232 -0.52
C -6.34940 14.38488 -9.73646 -0.2396 -2.9124 1.3883 -0.13
O -5.99144 14.56676 -11.06908 -0.2408 1.0148 -0.1661 -0.33
C -5.90937 13.36926 -11.81387 0.2868 -0.8969 0.5301 -0.91
H -4.38579 19.20537 -12.44851 0.0298 0.1540 0.0934 0.01
H -5.54578 20.54998 -12.46350 -0.1461 -0.0585 0.3790 0.35
H -5.70390 19.30899 -13.64227 -0.1185 -0.4068 0.1050 0.30
H -6.71254 20.14812 -10.38147 -0.1401 -0.0584 0.3139 0.58
H -5.22056 19.22872 -10.07187 0.0393 0.2591 -0.0030 0.08
H -7.97334 17.93388 -9.77499 0.0202 0.0560 -0.2456 0.44
H -6.89686 18.41956 -8.47905 0.0346 0.2563 -0.0067 0.23
H -7.91200 15.62461 -9.14264 0.0559 0.8763 -0.6003 0.58
H -6.72415 15.67502 -7.96190 0.7383 -0.2697 -0.0680 0.07
H -7.13709 13.61389 -9.64738 -0.7249 0.6917 -0.4726 0.57
H -5.68570 13.74802 -9.12290 1.1461 1.0984 -0.3962 -0.07
H -4.92179 12.92823 -11.63085 0.0233 0.0210 -0.4677 0.29
H -6.12239 13.54018 -12.86511 0.2852 0.2921 0.0267 0.30
H -6.61694 12.60816 -11.46569 -0.2182 0.2798 0.0676 0.37
C -2.00290 15.70438 -3.20783 -0.5916 -0.2622 0.9935 -1.06
O -2.14342 15.67600 -4.61327 0.3219 0.4316 -0.1364 -0.35
C -1.08089 14.96706 -5.17939 1.0229 -1.6844 -0.1892 -1.37
C -1.19188 14.77327 -6.68617 -1.3543 0.4484 0.6295 0.07
N -2.56890 14.31033 -7.12582 0.5047 -0.1424 -1.0592 1.88
H -3.28485 14.37166 -6.39364 0.1604 -0.3275 0.5217 -0.29
H -2.85582 15.04869 -7.80092 -0.4993 0.0480 0.2130 -0.43
C -2.71808 12.99396 -7.89709 -0.7030 1.1323 0.2608 -0.24
C -2.79833 11.79826 -6.97758 0.0854 0.8472 -0.8714 -0.40
O -1.58790 11.81265 -6.24850 -0.4335 -1.0265 -0.0366 -0.29
C -1.54352 10.68978 -5.36569 0.1579 0.0829 0.6697 -0.90
H -2.85658 16.22086 -2.76513 0.0326 0.2252 -0.2751 0.17
H -1.08868 16.18507 -2.85311 0.1162 0.0663 -0.3218 0.32
H -2.06252 14.70179 -2.77395 0.1971 -0.1236 -0.2542 0.38
H -0.99152 13.98438 -4.69919 -0.4127 -0.1059 -0.0619 0.48
H -0.08323 15.38454 -4.99266 -0.1875 0.6369 0.0301 0.51
H -0.46187 14.06118 -7.05439 0.1685 0.1335 0.0655 0.50
H -1.11489 15.77331 -7.11887 0.3779 -0.1272 -0.3012 -0.34
H -1.95586 13.01076 -8.67466 0.4210 -0.4064 0.3508 0.62
H -3.65763 13.13362 -8.43200 -0.0922 -0.2084 0.1438 -0.37
H -3.00391 10.93778 -7.62519 0.7072 -0.3767 0.1147 0.53
H -3.70527 11.85321 -6.36943 0.2187 0.2446 0.4522 0.21
H -2.39896 10.72420 -4.68791 -0.1068 -0.0816 -0.0403 0.36
H -0.64522 10.74765 -4.75378 0.0805 0.2129 -0.1470 0.28
H -1.52088 9.72458 -5.87290 -0.1176 0.1216 -0.3311 0.34
C -3.64011 17.00264 -13.43035 -0.8716 0.0554 -0.2256 -0.88
O -2.68020 17.35129 -12.44248 0.5674 -0.1731 -0.5227 -0.26
C -2.00083 16.22489 -11.96366 -0.7434 -1.0528 1.5083 -0.43
C -1.04503 16.66594 -10.87691 0.6198 0.6416 0.2225 -0.89
N -1.75115 17.50351 -9.85652 -0.7949 0.7524 -1.2936 1.68
H -2.36572 18.11469 -10.41861 0.4084 0.3780 -0.0113 0.18
H -2.48340 17.00557 -9.31224 0.3510 -0.4761 0.6378 -0.61
C -0.85849 18.37390 -9.00476 -1.2645 -0.7981 -0.9504 -0.13
C -0.42050 19.60530 -9.77078 0.4235 1.0161 0.9619 -1.15
O -1.47320 20.07561 -10.56169 -0.6313 -0.3499 -0.1796 -0.26
C -1.25005 21.38985 -11.01312 0.9587 1.4590 -0.1355 -0.90
H -4.55959 16.60874 -12.98634 -0.0044 0.0292 0.3616 0.25
H -3.33930 16.23018 -14.14064 0.6188 0.2259 0.0147 0.43
H -3.91351 17.92138 -13.94234 0.2572 -0.2643 -0.2186 0.29
H -1.46830 15.61269 -12.69620 -0.0197 0.3558 -0.2919 0.54
H -2.75361 15.57340 -11.48424 0.0796 -0.2380 -0.1929 0.09
H -0.27289 17.27596 -11.35187 -0.0713 0.2674 0.2367 0.40
H -0.51537 15.90706 -10.30254 -0.2420 -0.5039 -0.4306 0.44
H -0.05969 17.69916 -8.70967 0.2097 0.4578 0.5058 0.53
H -1.52518 18.70074 -8.20890 0.3770 -0.2673 0.3884 -0.13
H 0.53420 19.54390 -10.30123 -0.1580 -0.3626 -0.2931 0.51
H -0.26181 20.34637 -8.97361 0.3645 0.0134 -0.0538 0.54
H -2.02643 21.80311 -11.65078 -0.2803 -0.7916 -0.1663 0.31
H -0.29047 21.47575 -11.53240 -0.0911 -0.2938 -0.3088 0.35
H -1.15052 22.14965 -10.22594 -0.1812 -0.5049 0.5410 0.34
C -0.05840 18.85295 -4.41764 -0.1576 -0.3773 0.2167 -1.03
O -1.24899 18.55449 -5.14247 -0.0070 -0.5485 -0.1353 0.13
C -2.25340 19.51707 -5.12041 -0.0500 1.2973 -0.5858 -0.95
C -3.59284 19.05067 -4.61318 -0.3387 -0.7760 0.2744 -0.41
N -3.97854 17.74729 -5.30597 -0.5918 0.8345 0.6626 1.55
H -3.91281 17.83823 -6.32971 0.7777 -0.2407 0.1453 -0.11
H -3.31707 17.04454 -4.94029 0.0853 -0.3278 -0.6771 -0.47
C -5.43109 17.30444 -5.10691 1.1607 0.0744 0.8788 0.42
C -5.77985 17.16742 -3.63300 0.2386 -0.1692 0.0351 -0.75
O -5.86668 18.42727 -3.01511 -0.2761 -0.1467 -0.2223 -0.39
C -6.07670 18.30702 -1.61806 -0.3713 0.6138 0.2934 -0.80
H -0.26813 18.99079 -3.35515 -0.0433 0.1263 0.0195 0.41
H 0.48157 19.71838 -4.80247 -0.1260 0.0751 -0.1337 0.34
H 0.55772 17.96417 -4.51982 0.1744 0.0536 -0.0094 0.25
H -2.44826 19.88754 -6.14136 0.3031 -0.1123 -0.0879 0.26
H -1.92346 20.40352 -4.56876 -0.2480 -0.0436 0.1703 0.53
H -4.37361 19.78980 -4.78650 0.0721 0.0339 -0.2386 0.52
H -3.63666 18.86163 -3.54258 0.2278 -0.1744 -0.0630 0.46
H -5.47859 16.29174 -5.50539 -0.3221 0.1909 -0.3928 -0.37
H -5.95660 18.08104 -5.65728 -0.6999 -0.3326 0.1472 0.47
H -5.00986 16.55643 -3.13956 0.2817 0.0416 -0.1377 0.04
H -6.65971 16.52940 -3.50540 -0.3766 0.3696 -0.2406 0.72
H -6.13299 19.31012 -1.19536 0.3213 0.0476 -0.1675 0.26
H -5.25190 17.76222 -1.15322 -0.1362 -0.1554 0.1070 0.33
H -7.05525 17.88004 -1.38306 0.1747 -0.4766 -0.1359 0.34
B -5.58234 13.64581 -5.56644 -0.7958 -1.0959 1.3277 -0.50
F -5.38378 13.82934 -6.94892 0.1264 0.3770 -0.3033 -0.01
F -5.68767 12.29818 -5.24869 -0.1803 0.1124 -0.4527 -0.34
F -4.42453 14.10573 -4.88482 0.3313 0.8113 -0.2907 0.02
F -6.71698 14.36145 -5.14075 0.5226 0.1608 -0.3604 -0.40



101
Properties=species:S:1:pos:R:3:forces:R:3:mulliken_charge:R:1 method="wB97M-V/def2-TZVPD" multiplicity=1 homo_lumo_gap_ev=6.63
C 2.57825 -2.30070 -2.08654 1.6924 0.1426 0.4302 -1.15
C 1.53658 -3.09425 -1.28225 2.2335 2.3439 -2.9435 0.12
O 0.67905 -3.64018 -2.19969 12.8174 -6.7195 -2.3343 -0.56
H 2.13895 -1.56641 -2.76177 1.0033 -1.3279 0.5811 0.07
H 3.24891 -2.94895 -2.65054 0.1620 -0.1183 0.2027 0.42
H 3.14606 -1.66167 -1.41027 0.7040 -0.4813 0.3262 0.53
H 1.01062 -2.32881 -0.71165 -0.5942 -1.1101 -2.5861 -0.88
H 2.04411 -3.74849 -0.57339 -0.3030 -0.3192 -1.2162 1.06
H 0.39050 -2.94109 -2.79097 2.3290 0.4444 -1.5625 0.70
C 1.13238 -2.83778 1.08016 0.2592 -0.2839 4.1440 0.57
C 2.20198 -2.79392 2.17077 -1.2226 -0.8575 -0.4135 -1.34
O 3.36544 -3.29892 1.55765 1.1925 0.0315 0.2596 -0.59
H 1.33857 -2.05814 0.34684 1.1506 -1.7102 2.7327 1.30
H 0.19280 -2.60590 1.58169 0.1674 -0.3716 -1.0095 -0.39
H 1.13175 -3.85914 0.69949 -0.4426 0.4254 0.4470 1.37
H 1.89330 -3.48061 2.95899 0.0247 -0.0036 0.3809 0.56
H 2.27671 -1.80816 2.62988 0.7127 -0.0894 -0.3518 -0.17
H 3.53427 -4.15946 1.94826 0.2548 0.0669 -0.1136 0.41
C 1.17551 0.38142 -0.91272 -0.0844 1.2012 2.5193 -1.11
C 0.67353 -0.09310 0.48338 -1.1491 0.3685 -0.3982 0.98
O -0.63299 0.48215 0.91583 2.4330 -8.7075 -1.6906 -1.22
H 0.35885 0.51177 -1.62278 0.3582 -0.3100 2.1206 -0.17
H 1.98160 -0.26003 -1.26890 -0.5347 -0.0665 0.1043 0.31
H 1.63656 1.36831 -0.87308 -1.0667 -0.4205 0.1762 -0.50
H 1.38770 0.05761 1.29291 -0.2105 -0.5922 -1.4343 -1.02
H 0.50064 -1.16443 0.38107 -0.8739 2.0332 0.3018 -0.75
H -0.53969 0.98276 1.72964 0.1342 0.4316 0.3915 1.21
C -3.42719 0.02453 0.08342 -0.3495 -0.9260 0.2038 -0.80
C -2.66321 1.27860 -0.27149 0.4814 -1.0115 -0.0765 0.18
O -1.42556 0.91035 -0.88757 -5.1633 3.6036 -6.3158 -0.70
H -4.45032 0.18170 0.42489 -0.3573 0.2300 -0.6516 0.63
H -3.04107 -0.54750 0.92709 0.7567 0.3064 0.1623 -0.01
H -3.33162 -0.67989 -0.74287 -0.6414 0.1970 -0.1861 -0.17
H -2.56932 1.81606 0.67213 0.5126 0.2576 -0.0183 -0.62
H -3.26316 1.92572 -0.91134 0.2022 -0.0942 -0.3648 0.45
H -0.86398 0.58393 -0.18069 -1.0304 0.4453 -0.0470 0.41
C -1.11326 5.63109 1.33051 -0.8651 1.5407 -0.6621 -0.97
O -0.64047 4.68040 2.22694 -0.0368 0.4959 0.1099 -0.38
C -1.55509 3.61838 2.30423 -0.3779 0.8615 -0.1781 -0.72
C -1.01191 2.48440 3.05667 -0.4531 -1.8778 1.2622 -0.95
N 0.00023 1.78679 2.30514 2.5298 3.4664 8.2093 0.25
C 1.06524 1.09937 3.08952 -0.9611 -0.0959 1.1552 -1.12
C 0.50949 -0.09946 3.82015 -0.4918 0.1420 0.4083 -0.88
O 0.26261 -1.10324 2.88350 -1.6210 -0.6275 0.7439 0.47
C -0.70494 -2.06570 3.35922 0.3339 0.3517 0.2150 -1.17
H -2.00534 6.14039 1.69506 -0.4820 -0.2657 0.3175 0.37
H -1.38273 5.24506 0.34742 0.0985 -0.5344 -0.0982 0.36
H -0.48224 6.49706 1.13047 0.9211 -0.4839 0.4237 0.32
H -1.82758 3.29088 1.30094 0.2155 -0.0363 -0.1557 0.32
H -2.50280 3.89845 2.76412 -0.1175 0.4879 0.2310 0.59
H -1.89190 1.84277 3.10164 -0.1578 -0.4528 0.5442 0.29
H -0.63840 2.62775 4.07059 -0.4440 0.7683 0.3158 0.62
H 0.61096 2.56266 2.09268 -2.2712 -1.9736 -0.5162 0.40
H 1.48407 1.86104 3.74719 0.3922 -0.3016 0.4982 0.53
H 1.81165 0.72828 2.38719 0.2459 0.7857 0.9429 0.34
H -0.46583 0.14041 4.24362 0.0716 0.4708 0.5325 0.60
H 1.14989 -0.48636 4.61279 0.2975 0.1950 0.2248 0.14
H -1.35753 -1.69194 4.14822 0.3068 0.3827 0.2624 0.49
H -0.13391 -2.91225 3.74053 -0.3521 -0.2769 0.0330 0.27
H -1.41447 -2.35740 2.58490 0.4112 -0.0304 -0.3347 0.25
C -6.21681 -2.30455 -3.73153 -0.3770 0.7061 -0.9240 -0.89
O -5.06236 -2.14712 -2.92733 -0.0875 -2.3385 -0.3941 -0.24
C -4.70923 -3.43640 -2.33406 0.6444 0.3235 1.9152 -1.07
C -3.29413 -3.39651 -1.72243 -1.6268 -0.1042 0.8660 0.35
N -2.28138 -3.21262 -2.69257 -0.6197 0.2869 -0.4288 -0.45
C -1.06316 -2.74875 -1.98669 -8.8278 4.2646 0.0188 -1.95
C -0.65944 -1.33085 -2.37777 -1.4691 -0.3272 0.4922 0.55
O 0.55611 -1.35723 -3.09691 -0.8292 2.6396 -1.4431 -0.62
C 0.93306 -0.02336 -3.52759 -0.5889 -0.3289 -1.5023 -1.02
H -6.08623 -2.75903 -4.71362 0.8673 -0.5870 -0.0161 0.34
H -6.57324 -1.32441 -4.04839 -0.0727 0.2769 0.6424 0.24
H -7.03890 -2.87208 -3.29546 0.0508 0.1104 0.6356 0.33
H -4.78785 -4.39092 -2.85442 -0.0140 0.5712 -1.5635 0.42
H -5.40376 -3.64833 -1.52115 -0.2774 0.4561 0.3980 0.50
H -3.14366 -4.27330 -1.09259 -0.0723 -0.6682 -0.3081 0.36
H -3.16593 -2.61362 -0.97492 -0.7700 0.4770 0.1997 -0.44
H -2.72023 -2.47297 -3.22214 0.5669 0.5024 -0.6010 0.43
H -0.36026 -3.56850 -2.13517 -5.6336 -0.7332 1.8673 0.19
H -1.22970 -2.78855 -0.91022 -0.3065 0.3259 0.2835 0.27
H -0.64112 -0.70417 -1.48612 0.1087 -0.8201 -0.7229 0.14
H -1.33310 -0.79930 -3.04989 -0.8680 -0.3040 0.0587 0.62
H 1.87964 -0.08396 -4.06463 0.1161 -0.0535 0.2707 0.30
H 0.92462 0.66458 -2.68215 0.8984 -0.1730 -2.2182 0.74
H 0.21300 0.39720 -4.22954 -0.3393 -0.3859 -0.2958 0.38
C 1.45838 3.31932 1.22591 2.8292 1.0359 -3.4844 -1.21
C 2.94252 2.97694 1.04585 0.0214 0.0152 -0.6779 0.15
C 3.36907 2.77777 -0.50695 -0.8314 0.4252 2.8886 0.06
O 4.74792 2.58732 -0.55446 -0.2912 0.2193 1.0646 -0.38
C 5.21972 2.28477 -1.81133 1.3705 0.4658 -0.9803 -0.76
N 3.71400 4.03379 1.71340 0.2093 -0.7151 -1.0983 -0.71
H 1.17295 3.41562 2.27346 1.8776 2.2517 -0.1491 0.45
H 0.87429 2.53309 0.74759 0.4404 0.6936 -0.7909 -0.11
H 1.17736 4.23082 0.69837 0.3433 0.2512 0.2214 0.89
H 3.19167 2.03582 1.53608 -0.0480 -0.0777 0.1029 0.23
H 3.05076 3.72674 -0.93852 -0.0446 -0.0415 -0.8919 0.33
H 2.85362 1.87798 -0.84279 0.7669 0.9010 -0.4492 0.36
H 5.20703 3.14035 -2.48656 -0.5495 0.3398 -0.1781 0.30
H 4.72238 1.45448 -2.31270 -0.0303 -0.2699 0.2067 0.22
H 6.29279 2.13335 -1.69436 -0.0419 -0.6423 -0.0261 0.30
H 4.63432 3.79186 1.37491 0.9375 0.1784 0.5672 0.45
H 3.52310 4.82878 1.12041 -0.1828 0.8527 0.1900 0.35



We obtain HOMO energy values of -0.5285; -0.2239 Eh for the records listed above, in that order.
We obtain DFT total energy values of -2273.48956; -1793.84086 hartree for the records listed above, in that order.
We obtain energy relative to the best compared isomer or geometry (same formula, charge and spin) values of 0.00; 2250.27 kJ/mol for the records listed above, in that order.